Entry 1:
{"formula": "C20H89F8N3O31PS2", "method": "ωB97M-V/def2-TZVPD", "symbols": ["S", "S", "P", "F", "F", "F", "F", "F", "F", "F", "F", "O", "O", "O", "O", "O", "O", "O", "O", "O", "O", "O", "O", "O", "O", "O", "O", "O", "O", "O", "O", "O", "O", "O", "O", "O", "O", "O", "O", "O", "O", "O", "N", "N", "N", "C", "C", "C", "C", "C", "C", "C", "C", "C", "C", "C", "C", "C", "C", "C", "C", "C", "C", "C", "C", "H", "H", "H", "H", "H", "H", "H", "H", "H", "H", "H", "H", "H", "H", "H", "H", "H", "H", "H", "H", "H", "H", "H", "H", "H", "H", "H", "H", "H", "H", "H", "H", "H", "H", "H", "H", "H", "H", "H", "H", "H", "H", "H", "H", "H", "H", "H", "H", "H", "H", "H", "H", "H", "H", "H", "H", "H", "H", "H", "H", "H", "H", "H", "H", "H", "H", "H", "H", "H", "H", "H", "H", "H", "H", "H", "H", "H", "H", "H", "H", "H", "H", "H", "H", "H", "H", "H", "H", "H"], "xyz": [[3.493, 0.354, -1.498], [0.848, 1.355, -3.547], [-0.638, 1.606, 1.003], [-1.346, 3.152, -3.756], [6.261, 1.183, 0.324], [3.191, 3.122, -1.005], [5.599, 3.474, 0.375], [3.454, 1.780, 0.960], [-0.280, 2.424, -5.743], [-1.711, 0.859, -4.688], [6.042, 2.488, -1.796], [1.398, -5.202, -0.331], [-3.598, -6.251, 5.207], [3.995, 0.633, -2.969], [4.485, -0.789, -1.042], [3.951, -0.556, -5.753], [-1.154, -2.635, -3.972], [-0.954, 6.164, -6.601], [-7.217, -0.379, -6.206], [-7.784, 2.332, 1.374], [-3.061, 5.459, -0.846], [9.035, 0.569, -0.498], [-1.202, 0.085, 7.215], [1.810, 2.608, -3.604], [-0.592, -6.921, 5.597], [-4.775, 1.818, -5.394], [7.910, -2.394, 0.071], [4.902, -2.867, -7.930], [0.415, 1.895, 5.752], [-3.809, 11.068, -2.089], [-2.357, -8.893, 5.335], [9.173, 2.465, -2.798], [-3.822, 1.221, 4.456], [-3.565, 8.363, -0.675], [1.390, 0.167, -4.434], [-0.016, -1.333, 4.788], [5.310, 0.013, -9.586], [-2.337, -6.501, 2.669], [2.279, -3.859, 5.705], [4.121, -0.389, 4.424], [0.952, 4.382, 6.283], [-1.947, 6.038, -3.765], [2.133, -2.106, 0.388], [0.690, 0.882, -1.835], [-1.404, 2.998, 0.567], [-0.507, -3.385, 1.929], [3.096, -2.016, 1.535], [-0.761, 0.594, -1.624], [-1.199, 0.092, -0.088], [5.484, 2.218, -0.451], [-0.246, -1.258, 0.171], [-3.592, 0.180, 1.369], [-3.653, 0.201, -1.374], [1.376, -0.841, 0.083], [-1.974, -4.086, 1.725], [-0.480, -1.753, 1.724], [-4.938, 1.142, 1.170], [-1.678, -5.728, 1.603], [-4.615, 2.684, 0.749], [-0.715, 1.928, -4.380], [2.683, -2.829, 2.897], [-2.814, -0.227, 0.013], [3.847, 1.874, -0.473], [1.672, -0.217, -1.441], [-0.477, -2.442, -0.951], [-3.715, 0.699, 5.265], [-4.054, -0.811, 1.857], [-1.314, 1.652, -1.698], [-1.105, -0.165, -2.442], [-4.804, -0.108, -1.303], [-3.128, 11.131, -2.776], [7.187, -1.754, 0.152], [2.739, -4.002, 6.546], [-3.490, 9.281, -0.372], [4.101, -2.540, 1.155], [5.761, -3.266, -7.726], [-0.773, -0.087, 8.066], [4.835, -0.046, 3.867], [-0.508, -5.915, 1.729], [-2.688, -9.596, 5.914], [-3.857, 3.128, 1.549], [-8.439, 3.001, 1.125], [9.092, 3.427, -2.876], [-3.488, 1.318, -1.678], [0.356, -3.954, 1.333], [1.967, -2.213, 3.626], [-1.526, -6.886, 5.342], [-0.492, 6.020, -5.761], [-2.582, -3.881, 2.723], [1.686, -0.061, 0.902], [0.194, -3.410, -0.768], [-5.426, 1.190, 2.259], [-1.236, -1.673, -4.051], [-3.003, 6.300, -1.324], [0.909, -6.006, -0.561], [-1.329, -2.959, -4.869], [3.421, -0.940, 1.861], [-5.776, 0.611, 0.505], [-2.573, -3.737, 0.783], [-6.521, 0.023, -5.665], [8.615, -1.896, -0.370], [-3.773, -6.575, 4.311], [-2.974, -8.893, 4.588], [-0.399, 5.711, -7.254], [-5.614, 3.321, 0.896], [-3.747, 2.139, 4.758], [4.550, -0.562, 5.275], [-3.458, 7.840, 0.134], [1.583, -4.533, 5.701], [0.058, -0.416, 5.091], [1.310, 2.239, 5.894], [-2.881, -1.421, -0.036], [-1.447, -1.340, 2.234], [0.425, -1.298, 2.357], [0.781, 1.913, 0.834], [5.369, -0.771, -9.020], [-2.290, 6.326, -4.625], [-0.488, 0.428, 6.658], [-0.656, 3.674, 0.278], [-8.171, 1.903, 2.152], [8.999, 2.141, -3.694], [1.648, 4.785, 6.824], [-4.299, 10.263, -2.319], [-7.297, 0.216, -6.966], [0.872, 4.978, 5.523], [-1.725, -7.236, 3.025], [-3.880, 1.451, -5.457], [1.037, 1.748, -1.321], [-2.986, 0.666, 2.236], [4.156, 0.370, -5.951], [-0.890, 1.304, 2.395], [-0.266, -2.126, -2.057], [-1.454, 5.229, -3.970], [2.574, -2.529, -0.459], [2.241, -3.914, 2.703], [-3.254, -0.448, -2.294], [-4.717, 2.658, -5.873], [-0.533, -7.705, 6.164], [8.113, 0.494, -0.210], [3.678, -2.997, 3.531], [-1.931, -6.090, 0.509], [4.376, 0.048, -9.842], [2.080, -5.139, -1.018], [-3.680, -5.289, 5.129], [-0.162, 2.598, 6.085], [4.756, -2.240, -7.207], [9.001, 1.204, -1.229], [3.061, -0.522, -5.371], [-4.287, 2.856, -0.360], [0.091, -1.856, 5.597], [-1.587, -2.882, -0.959], [-0.224, -3.561, 3.077], [1.660, -1.142, -2.196], [-2.166, 5.092, -0.908]], "total_charge": 1, "orbital_gap_ha": 0.2142, "lumo_energy_ha": -0.21380, "energy_ha": -5247.75656}

---

Entry 2:
{"formula": "C21H11ClCo2O6S", "method": "ωB97M-V/def2-TZVPD", "symbols": ["Co", "Co", "Cl", "S", "O", "O", "O", "O", "O", "O", "C", "C", "C", "C", "C", "C", "C", "C", "C", "C", "C", "C", "C", "C", "C", "C", "C", "C", "C", "C", "C", "H", "H", "H", "H", "H", "H", "H", "H", "H", "H", "H"], "xyz": [[1.867, -1.671, 0.724], [0.672, 0.935, 0.933], [-6.499, -0.343, 6.386], [-1.489, 1.321, 5.532], [1.914, -3.873, 2.597], [0.776, -3.110, -1.569], [-0.764, 0.350, -1.554], [4.692, -1.200, 0.200], [-0.324, 3.600, 1.671], [3.180, 2.018, -0.126], [2.190, 1.581, 0.277], [-5.906, 2.012, 5.182], [-3.927, -0.155, 1.829], [0.029, 2.533, 1.405], [-2.353, -1.447, 0.507], [-4.959, -0.581, 0.998], [-5.411, 0.840, 5.780], [-1.519, -0.250, 2.518], [1.078, -0.391, 2.087], [-3.632, 2.728, 4.734], [-0.235, 0.517, -0.539], [-3.126, 1.567, 5.378], [-4.708, -1.509, -0.024], [-0.263, -0.084, 2.062], [-4.996, 2.948, 4.652], [3.564, -1.337, 0.413], [-3.402, -1.930, -0.267], [-2.599, -0.621, 1.627], [1.921, -2.994, 1.846], [-4.046, 0.611, 5.887], [1.180, -2.492, -0.676], [-6.979, 2.172, 5.134], [-3.676, -0.291, 6.354], [1.711, -0.353, 2.986], [-1.744, -0.024, 3.565], [-4.098, 0.550, 2.643], [-2.911, 3.430, 4.320], [-5.971, -0.215, 1.162], [-1.323, -1.750, 0.284], [-3.201, -2.642, -1.066], [-5.371, 3.855, 4.176], [-5.529, -1.888, -0.630]], "total_charge": 0, "de_lowest_kcal_mol": 0.0, "orbital_gap_ha": 0.1247, "lumo_energy_ha": -0.13043, "energy_ha": -4881.97043}

---

Entry 3:
{"formula": "C21H12Cl4N2O5Ru", "method": "ωB97M-V/def2-TZVPD", "symbols": ["Ru", "Cl", "Cl", "Cl", "Cl", "O", "O", "O", "O", "O", "N", "N", "C", "C", "C", "C", "C", "C", "C", "C", "C", "C", "C", "C", "C", "C", "C", "C", "C", "C", "C", "C", "C", "H", "H", "H", "H", "H", "H", "H", "H", "H", "H", "H", "H"], "xyz": [[-0.440, -0.234, -0.101], [1.772, -4.961, 4.110], [0.175, -6.613, 1.978], [-1.224, -5.114, -0.423], [1.940, -1.819, 3.819], [-0.809, -2.183, -0.342], [0.501, -0.788, 1.471], [-2.347, 0.027, 0.362], [1.121, -0.252, -1.302], [-4.915, 0.560, 1.656], [1.636, 1.843, -0.492], [0.534, 1.726, 0.358], [-4.992, -0.587, 0.813], [-2.720, 1.247, 0.780], [-3.243, 3.774, 1.864], [-4.175, 2.748, 1.970], [3.030, 0.876, -2.179], [3.267, -0.198, -3.029], [1.075, -2.773, 2.668], [-0.618, 2.012, -0.192], [4.352, -0.174, -3.895], [5.204, 0.920, -3.917], [1.859, 0.844, -1.259], [-0.257, -2.853, 0.644], [-3.940, 1.489, 1.435], [-1.827, 2.308, 0.620], [0.995, -4.161, 2.788], [4.969, 1.993, -3.065], [0.455, -2.123, 1.611], [0.285, -4.892, 1.839], [-2.060, 3.557, 1.176], [-0.337, -4.240, 0.776], [3.888, 1.972, -2.200], [-4.177, -1.282, 0.994], [2.597, -1.045, -2.995], [-3.449, 4.738, 2.311], [4.532, -1.015, -4.552], [3.695, 2.796, -1.526], [-1.323, 4.343, 1.064], [5.634, 2.848, -3.075], [-5.948, -1.051, 1.050], [-4.978, -0.297, -0.240], [-0.677, 2.198, -1.273], [-5.110, 2.898, 2.495], [6.051, 0.937, -4.592]], "total_charge": -1, "multiplicity": 2, "de_lowest_kcal_mol": 0.0, "s2": 0.756, "orbital_gap_ha": [0.2606, 0.2640], "lumo_energy_ha": [0.08542, 0.08136], "energy_ha": -3228.88423}

---

Entry 4:
{"formula": "C21H12EuF5N2O3S5", "method": "ωB97M-V/def2-TZVPD", "symbols": ["Eu", "S", "S", "S", "S", "S", "F", "F", "F", "F", "F", "O", "O", "O", "N", "N", "C", "C", "C", "C", "C", "C", "C", "C", "C", "C", "C", "C", "C", "C", "C", "C", "C", "C", "C", "C", "C", "H", "H", "H", "H", "H", "H", "H", "H", "H", "H", "H", "H"], "xyz": [[-1.062, -0.893, -0.575], [0.415, -3.422, -0.961], [-3.222, -2.660, -0.182], [-2.917, -1.430, -3.341], [-2.972, -3.151, -2.202], [-0.972, -0.669, -3.343], [5.028, -4.248, 1.157], [2.666, -5.091, 0.280], [3.969, 0.164, -0.112], [1.592, -0.647, -0.990], [5.737, -1.619, 0.990], [1.890, -2.205, 3.121], [0.095, -0.935, 1.335], [-2.781, 0.590, -0.815], [-1.228, 2.301, -0.759], [-0.540, 1.405, 0.071], [-3.135, 2.499, -2.183], [4.539, -2.031, 0.533], [2.425, -1.589, -0.478], [-2.326, 1.729, -1.182], [2.603, -0.090, 3.798], [1.788, 1.931, 2.819], [0.740, -3.052, 3.017], [0.929, 1.189, 1.999], [2.939, -3.780, 0.148], [4.171, -3.361, 0.613], [0.120, 1.926, 1.031], [-5.089, 2.597, -3.589], [-4.311, 1.927, -2.652], [-2.738, 3.743, -2.662], [1.996, -2.917, -0.415], [0.875, -0.221, 2.086], [-3.516, 4.412, -3.593], [-4.696, 3.841, -4.059], [3.646, -1.134, -0.022], [1.761, -0.850, 3.013], [2.627, 1.305, 3.715], [-5.997, 2.136, -3.960], [-1.811, 4.166, -2.298], [-3.199, 5.379, -3.966], [-5.300, 4.362, -4.793], [1.034, -3.982, 3.505], [3.260, -0.623, 4.477], [1.797, 3.011, 2.718], [0.455, -3.238, 1.985], [3.303, 1.877, 4.336], [-0.105, -2.612, 3.551], [-4.578, 0.945, -2.287], [0.098, 3.016, 1.122]], "total_charge": -2, "multiplicity": 7, "de_lowest_kcal_mol": 0.0, "s2": 12.010, "orbital_gap_ha": [0.2310, 0.2311], "lumo_energy_ha": [0.17101, 0.17101], "energy_ha": -4343.47781}